Record 1
Here is a cluster of 2 separate species, C6H12N2O in total in a non-equilibrium geometry from the OMol25 dataset. Energies are from wB97M-V/def2-TZVPD.

Structure (XYZ):
```
21
Properties=species:S:1:pos:R:3
H 3.226 0.672 1.429
N 2.946 -0.204 0.991
C 2.121 -0.088 0.029
C 2.159 -1.162 -1.026
N 1.656 1.146 -0.461
H 2.539 -0.788 -1.975
H 2.788 -1.983 -0.697
H 1.161 -1.574 -1.161
H 0.785 1.583 -0.712
H 2.145 1.959 -0.098
C -2.042 1.389 0.939
C -1.728 0.177 0.478
C -2.434 -1.059 0.943
C -1.070 0.114 -0.974
O -0.862 1.046 -1.710
H -1.609 2.279 0.505
H -2.850 1.563 1.633
H -1.711 -1.792 1.301
H -3.139 -0.837 1.743
H -3.027 -1.510 0.147
H -1.053 -0.932 -1.323
```

## Properties
**E**: -11442.01553 eV
**Gap between HOMO and LUMO**: 9.03 eV
**HOMO energy**: -9.01 eV
**Structure (SMILES)**: [H]/N=C(/C)N.C=C(C)C=O

Record 2
Here is a structure of composition C6H12N2O in a non-equilibrium geometry from the OMol25 dataset. Energies are from wB97M-V/def2-TZVPD.

Structure (XYZ):
```
21
Properties=species:S:1:pos:R:3
C -0.694 2.719 -0.446
C -0.284 1.615 -1.462
C 0.107 0.467 -0.591
C 1.760 -0.094 1.016
C -0.421 -0.668 -0.860
C -0.819 -2.305 0.824
H -1.425 2.183 0.531
H 0.190 3.295 0.082
H -1.321 3.522 -1.017
H 0.631 2.057 -1.647
H -0.882 1.132 -2.357
H 1.110 -0.115 2.312
H 1.638 -1.382 0.502
H 2.780 0.415 1.089
H -1.131 -0.446 -1.609
H -0.127 -2.859 -0.857
H -0.962 -3.319 1.065
H -0.457 -0.387 1.478
N -0.168 -1.950 -0.313
N -0.932 -1.339 1.678
O 1.221 1.064 -0.002
```

## Properties
**E**: -11436.14862 eV
**Gap between HOMO and LUMO**: 9.54 eV
**HOMO energy**: -8.80 eV

Record 3
Here is an isolated molecule of C6H12N2O2 in a non-equilibrium geometry from the OMol25 dataset. Energies are from wB97M-V/def2-TZVPD.

Structure (XYZ):
```
22
Properties=species:S:1:pos:R:3
C 1.841 -1.146 1.228
C 1.482 -1.373 -0.273
C 0.057 -1.825 -0.498
N -0.832 -0.707 -0.133
C -1.024 0.413 -1.004
C -0.202 1.621 -0.301
C -1.040 2.811 0.231
O 1.005 1.490 -0.202
N -1.771 -0.948 0.779
O -2.423 -0.001 1.050
H 2.772 -0.687 1.325
H 1.145 -0.373 1.673
H 1.698 -2.131 1.698
H 2.108 -2.094 -0.827
H 1.580 -0.403 -0.878
H -0.113 -2.039 -1.687
H -0.410 -2.800 -0.146
H -0.417 0.321 -1.827
H -2.110 0.667 -1.143
H -1.286 2.736 1.269
H -0.222 3.516 0.072
H -1.839 2.954 -0.407
```

## Properties
**E**: -13488.14944 eV
**Gap between HOMO and LUMO**: 9.93 eV
**HOMO energy**: -9.15 eV
**Structure (SMILES)**: CCCN(CC(C)=O)N=O

Record 4
Here is a cluster of 3 separate species, C6H12N2O2 in total in a non-equilibrium geometry from the OMol25 dataset. Energies are from wB97M-V/def2-TZVPD.

Structure (XYZ):
```
22
Properties=species:S:1:pos:R:3
C 0.403 5.445 1.082
N 0.341 4.527 -0.035
C 1.216 3.589 -0.097
O 1.870 3.140 1.028
C 2.752 2.093 0.672
C 2.539 1.854 -0.813
N 2.345 0.437 -1.183
C 1.644 2.840 -1.244
C 1.068 3.025 -2.613
H 0.389 4.925 2.057
H 1.311 6.075 1.067
H -0.466 6.117 1.056
H 3.792 2.402 0.855
H 2.549 1.220 1.309
H 1.816 -0.095 -0.495
H 1.857 0.320 -2.069
H 0.084 2.537 -2.720
H 0.925 4.093 -2.841
H 1.729 2.599 -3.381
H 3.660 0.384 -1.837
O 4.354 1.550 -1.748
H 4.307 2.320 -2.323
```

## Properties
**E**: -13487.81360 eV
**Gap between HOMO and LUMO**: 7.97 eV
**HOMO energy**: -7.63 eV

Record 5
Here is a structure of composition C6H12N2O2 in a non-equilibrium geometry from the OMol25 dataset. Energies are from wB97M-V/def2-TZVPD.

Structure (XYZ):
```
22
Properties=species:S:1:pos:R:3
C 1.675 1.431 1.605
C 1.019 0.193 1.043
C 0.213 0.445 -0.220
C -0.797 -0.644 -0.607
N -2.015 -0.650 0.190
C -1.171 -0.605 -2.079
N -2.275 -0.069 -2.531
C 1.611 -1.118 1.324
O 0.447 -0.683 2.022
H 2.273 1.192 2.493
H 2.333 1.882 0.849
H 0.912 2.174 1.879
H -0.334 1.396 -0.106
H 0.933 0.600 -1.036
H -0.318 -1.630 -0.495
H -1.794 -1.039 1.103
H -2.322 0.303 0.373
H 1.460 -1.956 0.639
H 2.523 -1.170 1.926
O -0.256 -0.325 -2.976
H -2.972 -0.002 -1.792
H -1.141 0.275 -3.604
```

## Properties
**E**: -13489.06156 eV
**Gap between HOMO and LUMO**: 10.42 eV
**HOMO energy**: -9.65 eV

Record 6
Here is an isolated molecule of C6H12N2O2S in a non-equilibrium geometry from the OMol25 dataset. Energies are from wB97M-V/def2-TZVPD.

Structure (XYZ):
```
23
Properties=species:S:1:pos:R:3
C 0.019 -1.124 0.467
C 1.441 -1.792 0.312
C 0.042 0.272 -0.376
C 1.164 1.159 -0.129
C -2.222 0.119 -1.077
C -1.673 1.510 0.980
N 2.583 -1.170 0.694
N -1.301 0.780 -0.263
O 3.252 -0.023 -1.418
O 3.706 0.990 0.745
S 2.824 0.253 -0.108
H -0.772 -1.908 0.015
H -0.352 -0.956 1.548
H 1.423 -2.831 0.799
H 1.468 -1.937 -0.818
H 0.167 -0.178 -1.432
H 1.019 2.082 0.487
H -2.215 -1.049 -1.075
H -3.279 0.416 -0.995
H -2.097 0.219 -2.113
H -2.268 0.941 1.738
H -0.744 1.755 1.318
H -2.185 2.473 0.701
```

## Properties
**E**: -24319.98343 eV
**Gap between HOMO and LUMO (alpha / beta)**: 5.83 / 5.82 eV
**HOMO energy (alpha / beta)**: -8.68 / -8.68 eV

Record 7
Here is a cluster of 2 separate species, C6H12N2O6 in total in a non-equilibrium geometry from the OMol25 dataset. Energies are from wB97M-V/def2-TZVPD.

Structure (XYZ):
```
26
Properties=species:S:1:pos:R:3
C -3.332 -0.851 1.194
C -2.466 -0.135 0.151
C -1.027 -0.652 0.145
C -0.147 0.056 -0.983
C 1.383 -0.360 -0.882
C 2.168 0.437 -1.856
O 1.726 -0.081 0.489
N 3.059 -0.736 0.792
O 3.433 -0.515 1.935
O 3.579 -1.390 -0.086
O -0.418 1.133 -1.652
O -0.454 1.966 1.534
N 0.540 2.660 1.321
O 1.483 2.997 2.067
H -4.370 -0.498 1.200
H -3.330 -1.925 0.964
H -2.926 -0.715 2.206
H -2.908 -0.224 -0.857
H -2.400 0.948 0.342
H -0.542 -0.448 1.118
H -0.999 -1.760 0.032
H -0.523 -0.416 -1.910
H 1.467 -1.450 -0.978
H 1.720 0.341 -2.847
H 2.081 1.479 -1.562
H 3.205 0.139 -1.876
```

## Properties
**E**: -21671.16176 eV
**Gap between HOMO and LUMO (alpha / beta)**: 9.14 / 7.95 eV
**HOMO energy (alpha / beta)**: -10.17 / -10.29 eV

Record 8
Here is an isolated molecule of C6H12N2O8 in a non-equilibrium geometry from the OMol25 dataset. Energies are from wB97M-V/def2-TZVPD.

Structure (XYZ):
```
28
Properties=species:S:1:pos:R:3
C -4.309 0.548 -0.319
C -3.089 -0.309 -0.204
C -1.928 0.557 0.164
C -0.594 -0.234 0.281
C 0.646 0.583 0.651
C 1.932 -0.233 0.672
O 1.804 -0.949 -0.570
O 3.308 -1.261 -0.784
O 3.375 -1.684 -2.035
N 4.407 -2.625 -2.338
O 3.994 -3.758 -2.600
O 5.539 -2.156 -2.460
O 0.292 1.329 1.871
N 1.156 2.473 2.040
O 0.880 3.141 3.014
O 2.008 2.680 1.163
H -5.214 -0.022 -0.558
H -4.569 1.071 0.575
H -4.269 1.295 -1.087
H -3.268 -1.051 0.546
H -2.921 -0.814 -1.144
H -1.732 1.323 -0.588
H -2.091 1.060 1.139
H -0.645 -0.989 1.074
H -0.330 -0.745 -0.669
H 0.860 1.306 -0.132
H 2.849 0.391 0.761
H 1.908 -0.928 1.536
```

## Properties
**E**: -25762.07206 eV
**Gap between HOMO and LUMO**: 9.69 eV
**HOMO energy**: -10.76 eV
**Structure (SMILES)**: CCCC[C@H](COOO[N+](=O)[O-])O[N+](=O)[O-]

Record 9
Here is a structure of composition C6H12N2OS3 in a non-equilibrium geometry from the OMol25 dataset. Energies are from wB97M-V/def2-TZVPD.

Structure (XYZ):
```
24
Properties=species:S:1:pos:R:3
C -1.762 1.067 -0.371
C 2.957 -1.007 0.937
C -3.187 1.047 0.253
C 2.944 0.595 1.328
C -2.156 -1.095 -0.703
C 1.929 -0.066 -0.906
N -1.777 0.041 -1.388
N 2.425 -1.082 -0.390
O 0.180 -2.496 -0.368
S -3.560 -0.721 0.357
S 2.069 1.425 -0.069
S -0.914 -1.684 0.568
H -1.543 2.121 -0.658
H -1.065 0.686 0.287
H 3.971 -1.391 1.077
H 2.172 -1.593 1.573
H -3.213 1.532 1.360
H -3.780 1.693 -0.383
H 2.544 0.672 2.367
H 4.085 0.896 1.398
H -2.265 -2.019 -1.245
H 1.548 -0.113 -1.972
H -0.987 -0.066 -2.034
H 1.114 -2.451 -0.235
```

## Properties
**E**: -43947.27265 eV
**Gap between HOMO and LUMO**: 8.60 eV
**HOMO energy**: -8.02 eV

Record 10
Here is an isolated molecule of C6H12N2S in a non-equilibrium geometry from the OMol25 dataset. Energies are from wB97M-V/def2-TZVPD.

Structure (XYZ):
```
21
Properties=species:S:1:pos:R:3
C 2.697 -1.435 0.058
C 1.317 -1.124 0.875
C 0.283 0.573 -0.492
C -0.597 0.918 -1.637
C 1.092 1.656 0.143
C -2.278 -1.424 0.289
N 3.021 -0.947 -0.993
N 0.278 -0.650 0.054
S -0.743 -1.895 -0.576
H 3.243 -2.140 0.697
H 1.005 -2.050 1.355
H 1.610 -0.390 1.625
H -1.521 1.399 -1.300
H -0.860 0.037 -2.220
H -0.080 1.621 -2.287
H 0.922 1.692 1.222
H 0.813 2.614 -0.284
H 2.156 1.502 -0.022
H -2.029 -1.092 1.290
H -2.899 -2.310 0.332
H -2.785 -0.639 -0.259
```

## Properties
**E**: -20228.31663 eV
**Gap between HOMO and LUMO (alpha / beta)**: 6.36 / 6.07 eV
**HOMO energy (alpha / beta)**: -6.25 / -6.06 eV

Record 11
Here is the ion C6H12N3O with charge +1 in a non-equilibrium geometry from the OMol25 dataset. Energies are from wB97M-V/def2-TZVPD.

Structure (XYZ):
```
22
Properties=species:S:1:pos:R:3
C 1.726 2.350 0.190
C 0.828 1.383 0.283
O -0.488 1.517 0.034
C -1.133 0.277 -0.018
N -2.360 0.048 -0.117
C -3.481 0.894 -0.287
N -0.172 -0.734 -0.034
C -0.332 -2.088 0.441
N 1.100 -0.111 0.218
C 2.123 -0.494 -0.790
H 1.224 3.258 0.076
H 2.716 2.084 0.389
H -3.883 0.679 -1.386
H -3.207 1.983 0.066
H -4.384 0.666 0.434
H -0.196 -2.724 -0.321
H 0.329 -2.225 1.205
H -1.295 -2.344 0.740
H 1.284 -0.318 1.237
H 1.487 -0.396 -1.654
H 2.799 0.274 -0.728
H 2.741 -1.438 -0.709
```

## Properties
**E**: -12923.45431 eV
**Gap between HOMO and LUMO**: 9.91 eV
**HOMO energy**: -13.18 eV
**Charge**: +1
**Structure (SMILES)**: C=C1O/C(=N\C)N(C)[N@H+]1C

Record 12
Here is a cluster of 2 separate species, C6H12N4O2 in total in a non-equilibrium geometry from the OMol25 dataset. Energies are from wB97M-V/def2-TZVPD.

Structure (XYZ):
```
24
Properties=species:S:1:pos:R:3
C 0.184 0.870 1.373
C -0.984 0.984 0.646
C 0.849 -0.270 0.893
C -2.053 2.041 0.686
C -1.603 -0.234 -1.620
C 0.594 -1.904 -0.799
N -1.033 -0.101 -0.312
N 0.071 -0.886 0.008
N 1.631 -1.064 1.792
N 2.252 0.474 -0.350
O 1.814 0.828 -1.425
O 3.443 0.508 -0.031
H 0.581 1.650 1.943
H -2.043 2.372 -0.348
H -1.641 2.841 1.379
H -3.015 1.838 1.070
H -2.655 0.282 -1.610
H -0.858 0.077 -2.406
H -1.826 -1.281 -1.661
H 0.500 -2.795 -0.222
H 0.034 -1.882 -1.789
H 1.602 -1.616 -1.088
H 1.633 -2.112 1.712
H 2.525 -0.620 2.160
```

## Properties
**E**: -16466.44829 eV
**Gap between HOMO and LUMO**: 7.97 eV
**HOMO energy**: -7.29 eV